# 1
Density functional theory data (ωB97M-V with the def2-TZVPD basis set) for a 2-piece molecular cluster, C5H10O2 overall.

Bonds (Å) are listed after each position.
Element x y z (Å)
1 C -1.66129 1.29203 0.02928  C2 1.504, H5 1.097, H6 1.093, H7 1.096
2 C -1.30149 0.27672 1.07830  C1 1.504, C3 1.336, H8 1.087
3 C -0.13107 0.15535 1.71029  C2 1.336, O4 1.358, H9 1.088
4 O 1.01649 0.84300 1.47870  C3 1.358, H10 0.974
5 H -1.87994 0.83092 -0.94229  C1 1.097
6 H -0.86701 2.02576 -0.13292  C1 1.093
7 H -2.56004 1.84027 0.33580  C1 1.096
8 H -2.08521 -0.40924 1.39048  C2 1.087
9 H 0.00078 -0.56506 2.51502  C3 1.088
10 H 0.99444 1.17008 0.56148  O4 0.974
11 C 1.12859 -1.60386 -0.78437  C12 1.503, H14 1.092, H15 1.096, H16 1.095
12 C 1.32987 -0.38099 -1.63493  C11 1.503, O13 1.214, H17 1.106
13 O 1.06842 0.75342 -1.29043  C12 1.214
14 H 1.51705 -2.49804 -1.27720  C11 1.092
15 H 0.06001 -1.73095 -0.57545  C11 1.096
16 H 1.61948 -1.45873 0.18337  C11 1.095
17 H 1.75093 -0.54069 -2.64514  C12 1.106

Its gap between HOMO and LUMO is 9.31 eV. As for the total energy: -9441.0552 eV. The energy above the lowest of the compared OMol25 structures with the same formula, charge and spin is 191.8 kJ/mol. As for the SMILES: C/C=C\O.CC=O. Its LUMO energy is 0.8 eV.



# 2
Density functional theory data (ωB97M-V with the def2-TZVPD basis set) for a 2-piece molecular cluster, C2H4N2 overall.

Bonds (Å) are listed after each position.
Element x y z (Å)
1 C -0.99580 0.07250 -0.88219  C2 1.299, H5 1.051, H6 0.994
2 C -0.57145 0.02017 0.34445  C1 1.299, H7 1.068
3 N 2.31837 -0.21382 1.23487  N4 1.169, H8 1.090
4 N 1.99486 -0.94390 0.38143  N3 1.169
5 H -1.96586 0.26486 -1.23733  C1 1.051
6 H -0.51233 -0.25153 -1.68855  C1 0.994
7 H -1.04443 0.29971 1.25999  C2 1.068
8 H 3.29240 0.27341 1.27047  N3 1.090

Its gap between HOMO and LUMO (spin up / spin down) is 8.56 / 9.21 eV. As for the total energy: -5113.3523 eV. The energy above the lowest of the compared OMol25 structures with the same formula, charge and spin is 541.1 kJ/mol. Its LUMO energy (spin up / spin down) is 0.3 / 0.5 eV.



# 3
Density functional theory data (ωB97M-V with the def2-TZVPD basis set) for a 9-piece molecular cluster, C24H71N5O9 overall.

Bonds (Å) are listed after each position.
Element x y z (Å)
1 C 6.71394 -3.26431 8.14817  O2 1.413, H7 1.090, H8 1.090, H9 1.090
2 O 6.11687 -1.98448 8.11725  C1 1.413, C3 1.415
3 C 6.22486 -1.23731 6.92007  O2 1.415, C4 1.598, H10 1.090, H11 1.090
4 C 5.69077 0.23279 7.24636  C3 1.598, C5 1.552, N6 1.473, H12 1.090
5 C 4.21999 0.22650 7.74131  C4 1.552, H13 1.090, H14 1.090, H15 1.090
6 N 5.85848 1.09781 6.06598  C4 1.473, H16 1.010, H17 1.010
7 H 6.29488 -3.97396 7.43481  C1 1.090
8 H 6.56626 -3.62803 9.16503  C1 1.090
9 H 7.79632 -3.15404 8.08200  C1 1.090
10 H 7.24499 -1.33703 6.54927  C3 1.090
11 H 5.61383 -1.79830 6.21292  C3 1.090
12 H 6.27875 0.75387 8.00191  C4 1.090
13 H 3.53997 -0.26934 7.04863  C5 1.090
14 H 3.74258 1.20638 7.73656  C5 1.090
15 H 4.16314 -0.16361 8.75751  C5 1.090
16 H 5.25327 0.75582 5.33327  N6 1.010
17 H 6.78013 1.11095 5.65307  N6 1.010
18 C -3.30040 6.15590 -7.87210  O19 1.435, H24 1.090, H25 1.090, H26 1.090
19 O -2.75598 6.04524 -6.54876  C18 1.435, C20 1.473
20 C -1.68219 5.03978 -6.46449  O19 1.473, C21 1.607, H27 1.090, H28 1.090
21 C -2.12370 3.59056 -5.92719  C20 1.607, C22 1.495, N23 1.455, H29 1.090
22 C -2.50025 3.58767 -4.47990  C21 1.495, H30 1.090, H31 1.090, H32 1.090
23 N -0.99343 2.67873 -6.01531  C21 1.455, H33 1.010, H34 1.010
24 H -2.69454 6.62707 -8.64607  C18 1.090
25 H -4.16456 6.81630 -7.79989  C18 1.090
26 H -3.59965 5.16542 -8.21484  C18 1.090
27 H -1.14404 4.87959 -7.39874  C20 1.090
28 H -0.95861 5.34097 -5.70698  C20 1.090
29 H -2.92684 3.18194 -6.54045  C21 1.090
30 H -3.42767 4.14117 -4.33290  C22 1.090
31 H -1.71225 3.93033 -3.80928  C22 1.090
32 H -2.74406 2.54898 -4.25672  C22 1.090
33 H -1.37343 1.78921 -5.72472  N23 1.010
34 H -0.73777 2.53601 -6.98194  N23 1.010
35 C -1.41511 -12.44403 -0.71830  O36 1.402, H41 1.090, H42 1.090, H43 1.090
36 O -0.89570 -11.17920 -1.02746  C35 1.402, C37 1.389
37 C -1.38597 -10.50797 -2.14033  O36 1.389, C38 1.542, H44 1.090, H45 1.090
38 C -0.64590 -9.16297 -2.28714  C37 1.542, C39 1.553, N40 1.445, H46 1.090
39 C -0.99297 -8.08721 -1.22159  C38 1.553, H47 1.090, H48 1.090, H49 1.090
40 N -0.91220 -8.49966 -3.54266  C38 1.445, H50 1.010, H51 1.010
41 H -0.82388 -13.06144 -0.04203  C35 1.090
42 H -1.50813 -13.02861 -1.63357  C35 1.090
43 H -2.41434 -12.32398 -0.29970  C35 1.090
44 H -1.16745 -11.08291 -3.04021  C37 1.090
45 H -2.46196 -10.40232 -2.00173  C37 1.090
46 H 0.40805 -9.43650 -2.33693  C38 1.090
47 H -0.24238 -7.30401 -1.32801  C39 1.090
48 H -0.81949 -8.50708 -0.23078  C39 1.090
49 H -2.01701 -7.71933 -1.28557  C39 1.090
50 H -0.89882 -9.23033 -4.23983  N40 1.010
51 H -0.09028 -7.96286 -3.78013  N40 1.010
52 C 1.80996 6.01592 2.75874  O53 1.438, H58 1.090, H59 1.090, H60 1.090
53 O 2.56136 7.24160 2.79983  C52 1.438, C54 1.444
54 C 3.82756 7.13692 2.11361  O53 1.444, C55 1.609, H61 1.090, H62 1.090
55 C 4.46704 8.60960 2.00460  C54 1.609, C56 1.522, N57 1.455, H63 1.090
56 C 5.76460 8.66717 1.21036  C55 1.522, H64 1.090, H65 1.090, H66 1.090
57 N 4.70688 9.24923 3.28931  C55 1.455, H67 1.010, H68 1.010
58 H 2.35063 5.21415 3.26169  C52 1.090
59 H 1.50617 5.83365 1.72792  C52 1.090
60 H 0.84888 6.01436 3.27295  C52 1.090
61 H 4.49098 6.45490 2.64543  C54 1.090
62 H 3.62408 6.80296 1.09618  C54 1.090
63 H 3.77902 9.18103 1.38154  C55 1.090
64 H 6.11168 9.69963 1.16954  C56 1.090
65 H 5.58552 8.47668 0.15218  C56 1.090
66 H 6.52735 7.97455 1.56612  C56 1.090
67 H 3.80504 9.53858 3.64010  N57 1.010
68 H 5.06087 8.50126 3.86840  N57 1.010
69 C -9.21484 1.00048 1.09270  O70 1.397, H75 1.090, H76 1.090, H77 1.090
70 O -8.39233 2.08138 0.76396  C69 1.397, C71 1.473
71 C -8.83588 3.37978 1.30064  O70 1.473, C72 1.498, H78 1.090, H79 1.090
72 C -7.84975 4.43344 0.90025  C71 1.498, C73 1.563, N74 1.422, H80 1.090
73 C -6.53429 4.45035 1.74352  C72 1.563, H81 1.090, H82 1.090, H83 1.090
74 N -8.43171 5.72082 1.05874  C72 1.422, H84 1.010, H85 1.010
75 H -8.86663 0.04398 0.70290  C69 1.090
76 H -10.17600 1.06297 0.58243  C69 1.090
77 H -9.44180 0.89074 2.15315  C69 1.090
78 H -9.80241 3.54727 0.82538  C71 1.090
79 H -9.04358 3.29958 2.36766  C71 1.090
80 H -7.65441 4.29865 -0.16360  C72 1.090
81 H -6.67877 4.79041 2.76898  C73 1.090
82 H -5.85376 5.21929 1.37784  C73 1.090
83 H -6.02235 3.49060 1.81343  C73 1.090
84 H -7.74093 6.43064 0.86108  N74 1.010
85 H -9.10033 5.87058 0.31671  N74 1.010
86 C 3.45071 -3.40844 -4.94643  O87 1.361, H88 1.090, H89 1.090, H90 1.090
87 O 3.81693 -4.71638 -5.03954  C86 1.361, H91 0.960
88 H 3.16274 -3.13478 -3.93140  C86 1.090
89 H 4.26271 -2.76067 -5.27680  C86 1.090
90 H 2.57724 -3.25205 -5.57943  C86 1.090
91 H 4.54718 -4.70531 -5.66261  O87 0.960
92 C 0.12906 -0.86799 0.67915  O93 1.399, H94 1.090, H95 1.090, H96 1.090
93 O 1.41586 -0.43509 1.01488  C92 1.399, H97 0.960
94 H -0.64144 -0.12145 0.87176  C92 1.090
95 H 0.21136 -0.99366 -0.40044  C92 1.090
96 H -0.23358 -1.75177 1.20407  C92 1.090
97 H 1.98785 -1.16289 1.26931  O93 0.960
98 C 4.86141 -5.11080 1.95836  O99 1.376, H100 1.090, H101 1.090, H102 1.090
99 O 4.97328 -3.95847 1.21547  C98 1.376, H103 0.960
100 H 5.57662 -5.04523 2.77829  C98 1.090
101 H 3.92106 -5.13521 2.50904  C98 1.090
102 H 5.11832 -6.04650 1.46183  C98 1.090
103 H 5.60717 -4.17238 0.52696  O99 0.960
104 C -4.11623 -3.64297 -5.00567  O105 1.415, H106 1.090, H107 1.090, H108 1.090
105 O -2.74197 -3.55483 -4.67860  C104 1.415, H109 0.960
106 H -4.30245 -2.73096 -5.57282  C104 1.090
107 H -4.33736 -4.58161 -5.51375  C104 1.090
108 H -4.91126 -3.58697 -4.26209  C104 1.090
109 H -2.49920 -4.43488 -4.38165  O105 0.960

Its gap between HOMO and LUMO is 9.46 eV. As for the total energy: -51909.6553 eV. The energy above the lowest of the compared OMol25 structures with the same formula, charge and spin is 594.0 kJ/mol. As for the SMILES: COC[C@H](C)N.COC[C@H](C)N.COC[C@H](C)N.COC[C@H](C)N.COC[C@H](C)N.CO.CO.CO.CO. Its LUMO energy is 0.3 eV.